# 1
ORCA calculation (ωB97M-V/def2-TZVPD) on a structure of composition C25H38N4SScSi.

Last column: Mulliken charge in e.
Element x y z (Å)
Sc: 0.159 -0.122 0.156  -0.65
N: -1.041 -3.131 2.919  -0.35
C: -0.871 -1.948 2.322  0.59
S: -1.509 -1.838 0.680  -0.43
N: -0.281 -0.991 3.013  -1.40
N: -0.141 0.141 2.262  1.11
C: 0.061 1.300 2.804  -0.18
C: 0.177 1.560 4.253  -0.12
C: 1.181 0.940 4.987  -0.15
C: 1.298 1.198 6.342  -0.80
C: 0.405 2.050 6.969  -0.47
C: -0.610 2.655 6.245  -0.86
C: -0.722 2.419 4.884  -0.03
C: 0.188 2.409 1.827  0.84
C: 0.472 3.714 2.210  -0.44
C: 0.556 4.694 1.234  -0.74
C: 0.362 4.359 -0.095  -0.62
C: 0.113 3.034 -0.411  -0.45
N: 0.030 2.072 0.513  0.05
H: -1.534 -3.874 2.460  0.21
H: -0.757 -3.232 3.881  0.24
H: 1.862 0.261 4.496  0.50
H: 2.085 0.727 6.912  0.43
H: 0.497 2.239 8.028  0.41
H: -1.313 3.308 6.739  0.42
H: -1.515 2.885 4.318  0.54
H: 0.627 3.954 3.249  0.57
H: 0.769 5.713 1.517  0.47
H: 0.415 5.095 -0.879  0.47
H: -0.020 2.731 -1.443  0.51
C: 4.072 -3.359 -1.127  -1.82
C: 2.678 -2.800 -0.812  2.48
C: 2.102 -3.563 0.392  -1.66
C: 1.761 -3.140 -1.998  -2.07
Si: 2.666 -0.878 -0.494  0.50
C: 4.070 -0.279 0.730  2.45
C: 4.119 -1.177 1.974  -2.09
C: 5.467 -0.279 0.096  -1.71
C: 3.794 1.137 1.257  -1.65
C: 2.706 0.079 -2.213  2.62
C: 3.734 -0.448 -3.218  -1.81
C: 2.988 1.579 -2.038  -2.08
C: 1.314 -0.046 -2.845  -1.67
H: 3.992 -4.415 -1.393  0.53
H: 4.746 -3.294 -0.274  0.32
H: 4.543 -2.848 -1.967  0.32
H: 2.134 -4.632 0.181  0.57
H: 1.054 -3.301 0.562  0.19
H: 2.644 -3.401 1.319  0.25
H: 1.693 -4.223 -2.096  0.63
H: 2.120 -2.752 -2.954  0.31
H: 0.737 -2.776 -1.842  0.23
H: 4.458 -2.188 1.754  0.38
H: 3.144 -1.247 2.469  0.33
H: 4.822 -0.754 2.693  0.56
H: 5.749 -1.260 -0.283  0.30
H: 6.211 0.008 0.841  0.53
H: 5.549 0.430 -0.728  0.31
H: 2.834 1.183 1.792  0.09
H: 3.794 1.905 0.485  0.27
H: 4.563 1.408 1.980  0.62
H: 4.742 -0.374 -2.812  0.33
H: 3.707 0.146 -4.133  0.54
H: 3.564 -1.489 -3.499  0.32
H: 4.007 1.776 -1.710  0.35
H: 2.321 2.052 -1.314  0.21
H: 2.851 2.091 -2.992  0.57
H: 1.010 -1.075 -3.054  0.19
H: 1.251 0.520 -3.774  0.55
H: 0.516 0.412 -2.205  0.03

For the energy above the lowest of the compared OMol25 structures with the same formula, charge and spin, the calculation gives 0.0 kcal per mole. The value obtained for the HOMO-LUMO gap is 6.176 eV. The net charge is +1. The calculation puts the highest occupied orbital energy at -0.38273 Ha.



# 2
ORCA calculation (ωB97M-V/def2-TZVPD) on a cluster of 13 separate species, C25H39F6N7O32 in total at a distorted geometry.

Last column: Mulliken charge in e.
Element x y z (Å)
C: 17.229 26.803 25.660  -0.63
N: 16.176 27.643 25.095  0.81
O: 15.017 27.198 25.059  -0.51
O: 16.492 28.676 24.552  -0.50
H: 17.670 26.238 24.839  0.27
H: 16.787 26.116 26.382  0.29
H: 17.979 27.361 26.221  0.27
C: 19.043 29.182 14.479  -0.63
N: 19.243 29.606 13.082  0.85
O: 19.650 28.740 12.388  -0.51
O: 18.832 30.658 12.680  -0.54
H: 19.213 30.011 15.166  0.26
H: 19.597 28.265 14.679  0.30
H: 17.985 28.927 14.538  0.27
C: 23.341 16.689 21.613  -0.67
N: 24.029 15.446 22.096  0.87
O: 24.771 14.946 21.357  -0.51
O: 23.787 15.080 23.252  -0.53
H: 24.174 17.211 21.142  0.27
H: 22.863 17.218 22.437  0.29
H: 22.479 16.451 20.990  0.27
C: 24.997 21.938 17.628  -0.64
N: 25.733 23.132 17.266  0.85
O: 25.729 23.556 16.162  -0.52
O: 26.530 23.535 18.112  -0.53
H: 25.485 20.980 17.449  0.27
H: 24.017 22.070 17.169  0.28
H: 24.809 22.039 18.697  0.29
C: 15.182 14.738 19.683  -0.70
N: 16.474 14.103 20.008  0.78
O: 17.439 14.201 19.195  -0.48
O: 16.610 13.682 21.182  -0.47
H: 14.711 15.174 20.565  0.29
H: 14.591 13.922 19.265  0.28
H: 15.321 15.501 18.918  0.30
C: 16.561 22.184 19.693  -0.62
N: 17.847 22.847 19.879  0.83
O: 18.801 22.072 20.072  -0.52
O: 17.988 23.975 19.668  -0.51
H: 16.295 21.387 20.388  0.27
H: 16.669 21.882 18.652  0.26
H: 15.722 22.874 19.783  0.29
C: 11.340 27.725 19.771  -0.63
N: 10.014 27.569 19.128  0.76
O: 9.737 26.547 18.472  -0.48
O: 9.107 28.344 19.480  -0.48
H: 12.123 27.702 19.013  0.25
H: 11.278 26.956 20.541  0.27
H: 11.317 28.690 20.278  0.31
C: 11.675 19.396 10.704  -0.37
C: 10.318 19.156 11.401  0.38
O: 10.592 19.110 12.731  -0.29
C: 11.869 19.070 12.963  0.66
O: 12.453 19.035 14.054  -0.55
O: 12.614 19.244 11.764  -0.31
F: 9.849 17.956 11.044  -0.29
H: 11.692 20.440 10.391  0.25
H: 11.903 18.762 9.847  0.28
H: 9.601 19.925 11.116  0.25
C: 17.610 20.027 27.290  -0.31
C: 17.476 18.473 27.066  0.30
O: 18.626 17.942 27.741  -0.32
C: 19.450 18.993 28.166  0.69
O: 20.465 18.846 28.828  -0.52
O: 18.936 20.113 27.686  -0.33
F: 17.501 18.103 25.770  -0.27
H: 16.945 20.499 28.013  0.27
H: 17.496 20.553 26.342  0.24
H: 16.596 18.092 27.584  0.26
C: 19.209 19.378 13.414  -0.41
C: 19.165 18.209 12.476  0.31
O: 20.234 17.345 12.902  -0.29
C: 20.661 17.788 14.144  0.65
O: 21.533 17.295 14.903  -0.53
O: 19.771 18.782 14.529  -0.32
F: 19.325 18.688 11.273  -0.27
H: 18.264 19.897 13.576  0.28
H: 20.036 20.037 13.148  0.29
H: 18.170 17.765 12.518  0.30
C: 8.325 19.826 20.655  -0.39
C: 7.941 18.914 21.871  0.23
O: 8.891 19.352 22.844  -0.33
C: 9.919 19.985 22.271  0.67
O: 10.846 20.430 22.863  -0.52
O: 9.702 20.029 20.967  -0.32
F: 8.261 17.640 21.470  -0.28
H: 7.687 20.709 20.630  0.30
H: 8.150 19.270 19.734  0.29
H: 6.894 18.955 22.171  0.34
C: 10.600 27.633 13.014  -0.41
C: 9.979 26.359 12.694  0.31
O: 11.050 25.494 12.775  -0.30
C: 11.954 25.954 13.640  0.69
O: 12.898 25.397 14.153  -0.54
O: 11.638 27.245 13.884  -0.33
F: 9.470 26.299 11.525  -0.29
H: 9.947 28.297 13.580  0.27
H: 10.911 28.088 12.073  0.28
H: 9.266 26.200 13.503  0.31
C: 24.162 28.919 22.363  -0.36
C: 22.998 28.996 23.242  0.29
O: 22.775 27.673 23.737  -0.31
C: 23.550 26.813 22.990  0.62
O: 23.453 25.595 22.995  -0.51
O: 24.336 27.559 22.125  -0.30
F: 21.964 29.279 22.491  -0.28
H: 24.994 29.311 22.949  0.29
H: 23.985 29.526 21.475  0.28
H: 23.034 29.777 24.001  0.29

For the energy above the lowest of the compared OMol25 structures with the same formula, charge and spin, the calculation gives 56.1 kcal per mole. The value obtained for the HOMO-LUMO gap is 10.365 eV. The calculation puts the highest occupied orbital energy at -0.39284 Ha.



# 3
ORCA calculation (ωB97M-V/def2-TZVPD) on a cluster of 3 separate species, C25H39INO in total.

Last column: Mulliken charge in e.
Element x y z (Å)
C: -2.029 0.318 2.475  -0.23
O: -1.769 -0.148 3.790  -0.45
C: -1.156 -1.410 3.863  -0.77
C: 0.358 -1.368 3.670  1.25
C: 1.007 -2.749 3.867  -1.10
C: 1.502 -3.487 2.605  -0.74
C: 0.652 -3.368 1.318  -0.39
C: 1.351 -2.667 0.128  -1.31
C: 0.794 -1.273 -0.230  1.26
C: 0.042 -1.208 -1.566  -1.03
C: -0.820 0.072 -1.718  0.55
N: -0.124 1.279 -2.003  -0.52
C: 0.408 1.872 -0.833  0.44
C: 0.534 3.391 -1.010  -0.82
C: -0.747 4.131 -1.378  -1.04
I: -2.542 3.409 -0.449  -0.13
H: -1.371 1.151 2.215  -0.12
H: -1.889 -0.472 1.730  0.18
H: -3.064 0.664 2.424  0.31
H: -1.375 -1.793 4.867  0.37
H: -1.621 -2.109 3.150  0.37
H: 0.597 -0.963 2.682  -1.11
H: 0.749 -0.664 4.410  0.52
H: 1.871 -2.631 4.528  0.30
H: 0.310 -3.393 4.419  0.37
H: 1.605 -4.545 2.864  0.31
H: 2.518 -3.142 2.383  0.42
H: -0.280 -2.840 1.535  0.22
H: 0.354 -4.376 1.011  0.53
H: 1.273 -3.304 -0.760  0.41
H: 2.423 -2.596 0.345  0.47
H: 1.609 -0.545 -0.253  0.04
H: 0.112 -0.934 0.558  -0.76
H: 0.774 -1.206 -2.383  0.30
H: -0.583 -2.110 -1.683  0.30
H: -1.548 -0.127 -2.524  -0.49
H: -1.423 0.146 -0.772  0.07
H: 1.434 1.544 -0.509  0.05
H: -0.234 1.676 0.064  -0.47
H: 1.008 3.858 -0.136  0.31
H: 1.209 3.524 -1.866  0.35
H: -0.704 5.179 -1.080  0.49
H: -0.967 4.064 -2.438  0.41
C: -1.061 -0.828 -6.644  -0.67
C: -1.533 -0.530 -5.373  -0.02
C: -2.869 -0.751 -5.065  -0.42
C: -3.728 -1.270 -6.025  -0.44
C: -3.254 -1.569 -7.296  -0.38
C: -1.919 -1.347 -7.605  -0.25
H: -0.019 -0.654 -6.884  0.36
H: -0.869 -0.122 -4.618  0.42
H: -3.231 -0.514 -4.073  0.32
H: -4.770 -1.441 -5.782  0.34
H: -3.925 -1.974 -8.044  0.34
H: -1.548 -1.578 -8.597  0.35
C: 1.441 1.918 2.495  0.59
C: 1.140 3.205 2.923  -0.42
C: 2.071 3.929 3.654  -0.50
C: 3.303 3.366 3.964  -0.41
C: 3.602 2.079 3.540  -0.52
C: 2.671 1.356 2.805  -0.37
H: 0.726 1.366 1.900  -0.25
H: 0.184 3.644 2.665  0.41
H: 1.838 4.935 3.982  0.37
H: 4.030 3.933 4.534  0.34
H: 4.564 1.641 3.776  0.37
H: 2.907 0.357 2.460  0.34

The value obtained for the HOMO-LUMO gap is 4.922 eV. The net charge is -1. The calculation puts the highest occupied orbital energy at -0.08041 Ha.